No. 1
DFT (ωB97M-V/def2-TZVPD) results for 15 unconnected molecules or ions with the total composition C18H24Cl42O3.

Calculated total energy = -20253.9255 a.u.
Frontier orbital gap = 0.3674 Eh
Total charge = 0
HOMO level = -9.87 eV

CARTESIAN COORDINATES (ANGSTROEM)
C (-3.729390, 3.269071, -1.166333)
O (-2.904326, 2.742635, -2.177191)
C (-3.324150, 1.464715, -2.607576)
C (-2.984970, 0.385741, -1.594107)
O (-4.061204, -0.537172, -1.442408)
O (-1.818185, -0.275145, -1.980022)
C (-0.907064, -0.461310, -0.909583)
H (-3.463568, 2.873692, -0.180320)
H (-4.791860, 3.067123, -1.339049)
H (-3.617507, 4.350840, -1.116386)
H (-4.393568, 1.453304, -2.842874)
H (-2.781959, 1.278024, -3.530522)
H (-2.808999, 0.825573, -0.610712)
H (-4.444638, -0.408503, -0.569862)
H (-0.595010, 0.497274, -0.483953)
H (-1.351812, -1.101124, -0.145683)
H (-0.016581, -0.945357, -1.295481)
C (-0.966945, -3.065627, 2.489181)
Cl (0.213297, -1.753315, 2.494789)
Cl (-2.565888, -2.444950, 2.896788)
Cl (-0.983728, -3.858439, 0.915213)
H (-0.678431, -3.801363, 3.228534)
C (3.780661, 0.320979, 1.218851)
Cl (3.706130, -1.063952, 0.129514)
Cl (3.367437, 1.807620, 0.364537)
Cl (2.717315, 0.067794, 2.603094)
H (4.789913, 0.415555, 1.598547)
C (1.995010, -4.364654, -2.271981)
Cl (1.988619, -5.412878, -0.856372)
Cl (0.402049, -3.647590, -2.516196)
Cl (3.240570, -3.124252, -2.098151)
H (2.230583, -4.954932, -3.147251)
C (2.913401, -5.760395, 2.896234)
Cl (1.535874, -6.827879, 2.614569)
Cl (2.477342, -4.086111, 2.567545)
Cl (3.525484, -5.944395, 4.540124)
H (3.701113, -6.042427, 2.210041)
C (4.793750, 4.874525, 3.003465)
Cl (6.444642, 4.683369, 3.605957)
Cl (3.933651, 3.338546, 3.048031)
Cl (3.933886, 6.105753, 3.925991)
H (4.850769, 5.201534, 1.973816)
C (-4.925351, -0.995502, -4.913093)
Cl (-6.076116, 0.055784, -5.739383)
Cl (-5.362741, -2.689653, -5.097817)
Cl (-3.284539, -0.714402, -5.515175)
H (-4.939797, -0.757189, -3.855500)
C (-3.998440, 1.591087, -8.657890)
Cl (-2.841461, 2.926562, -8.614215)
Cl (-5.634345, 2.174415, -8.367190)
Cl (-3.899826, 0.733986, -10.193898)
H (-3.744107, 0.897430, -7.865956)
C (-5.948525, -3.875219, 4.738378)
Cl (-5.619395, -2.161906, 4.450289)
Cl (-6.947684, -4.541913, 3.448047)
Cl (-4.462132, -4.803272, 4.923032)
H (-6.501034, -3.951570, 5.664722)
C (-2.491252, -5.847247, -5.217130)
Cl (-2.443180, -4.121282, -5.559273)
Cl (-3.358442, -6.715651, -6.485627)
Cl (-0.863435, -6.500877, -5.011750)
H (-3.026904, -5.989963, -4.288314)
C (7.270921, -4.554038, -1.985208)
Cl (7.640767, -5.721405, -0.715473)
Cl (6.428017, -5.334872, -3.325816)
Cl (6.319949, -3.215723, -1.346320)
H (8.204716, -4.158436, -2.360506)
C (7.254619, 4.832029, 7.233349)
Cl (8.881962, 4.669426, 7.892630)
Cl (6.411344, 3.285832, 7.253602)
Cl (6.338860, 6.053833, 8.120028)
H (7.335624, 5.159495, 6.206250)
C (-1.651777, 1.801919, 2.260583)
Cl (-3.007591, 0.693792, 1.999392)
Cl (-2.151775, 3.477944, 2.017227)
Cl (-0.975135, 1.582576, 3.870749)
H (-0.883452, 1.568585, 1.534281)
C (-0.715822, 4.460959, -6.001131)
Cl (-0.356495, 3.605790, -4.504412)
Cl (-0.943438, 6.185427, -5.702025)
Cl (0.555857, 4.195796, -7.197767)
H (-1.639314, 4.064319, -6.400072)
C (2.648806, 6.703828, 9.944599)
Cl (1.772071, 7.934141, 9.033354)
Cl (2.522671, 7.000620, 11.678609)
Cl (2.062907, 5.090735, 9.541153)
H (3.692697, 6.761917, 9.667857)

Atomic forces in eV per Å
-0.179 0.094 0.485
-0.210 0.116 -0.152
0.220 0.188 -0.383
-0.007 -0.235 0.482
0.107 -0.069 -0.247
0.098 0.205 -0.154
-0.096 -0.270 -0.040
-0.125 -0.040 -0.118
-0.006 -0.113 -0.169
0.238 0.019 -0.169
-0.109 0.089 0.192
0.084 -0.126 -0.047
-0.032 0.317 -0.122
-0.003 -0.115 -0.012
-0.100 0.083 0.051
0.074 0.038 0.164
0.018 -0.121 -0.138
-0.129 0.061 -0.185
-0.138 0.000 -0.017
0.060 -0.289 0.095
0.008 -0.068 -0.003
0.052 0.042 0.057
0.044 -0.020 -0.097
-0.018 0.144 0.209
-0.116 -0.255 -0.369
0.101 0.198 0.109
0.020 0.015 -0.037
-0.085 0.145 0.088
-0.013 -0.153 -0.009
0.009 0.030 -0.055
-0.346 -0.198 -0.369
0.032 -0.042 0.017
0.036 0.037 -0.014
-0.017 -0.001 -0.028
0.045 -0.045 0.054
0.003 -0.008 -0.013
0.009 -0.022 -0.006
-0.085 -0.004 0.149
0.075 -0.013 -0.084
0.078 0.226 0.373
0.015 -0.002 -0.018
0.024 0.000 -0.009
-0.043 -0.067 0.092
0.061 -0.053 0.075
-0.271 0.128 0.032
0.035 0.020 -0.043
0.055 -0.021 0.020
-0.065 -0.035 0.017
0.044 -0.010 -0.020
-0.015 0.117 -0.104
0.015 -0.008 0.018
-0.002 0.003 0.018
-0.027 -0.003 -0.041
0.009 -0.044 0.042
-0.001 0.004 0.004
-0.005 0.023 0.026
-0.021 0.015 0.004
0.029 0.065 -0.054
0.242 -0.141 -0.001
-0.004 -0.005 0.022
0.013 -0.033 0.014
0.004 -0.012 0.016
-0.090 -0.035 0.013
0.018 0.007 -0.002
0.014 0.008 -0.006
0.345 0.048 0.124
0.010 -0.001 -0.011
-0.013 -0.090 0.088
-0.003 0.020 -0.022
-0.011 0.010 -0.036
-0.006 0.070 -0.007
-0.022 0.017 -0.010
-0.039 0.073 0.087
-0.007 0.223 0.085
0.114 -0.030 0.113
0.011 -0.028 -0.024
-0.002 -0.026 -0.009
0.090 0.003 0.069
-0.049 -0.026 0.014
-0.018 -0.003 -0.016
-0.047 -0.001 -0.026
-0.015 -0.002 -0.005
-0.085 -0.022 0.014
0.027 0.009 -0.013
0.029 0.006 -0.005
0.039 0.002 -0.015
0.014 -0.017 -0.002

Just the Löwdin charges please, in e? Sure, here they are: number 1, C, carries -0.118; number 2, O, carries -0.178; number 3, C, carries -0.161; number 4, C, carries -0.418; number 5, O, carries 0.009; number 6, O, carries -0.109; number 7, C, carries -0.090; number 8, H, carries 0.014; number 9, H, carries 0.096; number 10, H, carries 0.092; number 11, H, carries 0.125; number 12, H, carries 0.096; number 13, H, carries 0.081; number 14, H, carries 0.084; number 15, H, carries 0.085; number 16, H, carries 0.051; number 17, H, carries 0.065; number 18, C, carries -1.513; number 19, Cl, carries 0.469; number 20, Cl, carries 0.491; number 21, Cl, carries 0.532; number 22, H, carries 0.010; number 23, C, carries -1.528; number 24, Cl, carries 0.499; number 25, Cl, carries 0.508; number 26, Cl, carries 0.495; number 27, H, carries 0.016; number 28, C, carries -1.509; number 29, Cl, carries 0.519; number 30, Cl, carries 0.541; number 31, Cl, carries 0.475; number 32, H, carries 0.015; number 33, C, carries -1.551; number 34, Cl, carries 0.521; number 35, Cl, carries 0.509; number 36, Cl, carries 0.535; number 37, H, carries 0.011; number 38, C, carries -1.528; number 39, Cl, carries 0.542; number 40, Cl, carries 0.513; number 41, Cl, carries 0.539; number 42, H, carries 0.015; number 43, C, carries -1.516; number 44, Cl, carries 0.534; number 45, Cl, carries 0.529; number 46, Cl, carries 0.555; number 47, H, carries -0.011; number 48, C, carries -1.552; number 49, Cl, carries 0.547; number 50, Cl, carries 0.509; number 51, Cl, carries 0.537; number 52, H, carries -0.042; number 53, C, carries -1.550; number 54, Cl, carries 0.505; number 55, Cl, carries 0.528; number 56, Cl, carries 0.518; number 57, H, carries 0.009; number 58, C, carries -1.550; number 59, Cl, carries 0.496; number 60, Cl, carries 0.527; number 61, Cl, carries 0.513; number 62, H, carries 0.014; number 63, C, carries -1.544; number 64, Cl, carries 0.526; number 65, Cl, carries 0.523; number 66, Cl, carries 0.491; number 67, H, carries 0.011; number 68, C, carries -1.570; number 69, Cl, carries 0.531; number 70, Cl, carries 0.522; number 71, Cl, carries 0.522; number 72, H, carries -0.043; number 73, C, carries -1.519; number 74, Cl, carries 0.548; number 75, Cl, carries 0.574; number 76, Cl, carries 0.540; number 77, H, carries -0.002; number 78, C, carries -1.572; number 79, Cl, carries 0.546; number 80, Cl, carries 0.523; number 81, Cl, carries 0.513; number 82, H, carries -0.047; number 83, C, carries -1.565; number 84, Cl, carries 0.520; number 85, Cl, carries 0.524; number 86, Cl, carries 0.520; number 87, H, carries -0.021


No. 2
DFT (ωB97M-V/def2-TZVPD) results for a molecular structure, C14H34BrHfNO9 in a non-equilibrium geometry.

Calculated total energy = -3907.6053 a.u.
Frontier orbital gap = 0.3281 Eh
ΔE to the lowest compared entry with this formula, charge and spin = 2.2 kcal/mol
Total charge = 0
HOMO level = -8.44 eV

CARTESIAN COORDINATES (ANGSTROEM)
Hf (8.664987, -5.915780, 10.686097)
Br (6.195854, -7.026801, 11.677745)
N (9.621315, -3.843284, 8.803801)
O (9.857931, -3.044005, 7.982255)
O (9.869334, -3.823963, 9.986627)
O (9.240700, -4.963349, 8.551392)
C (10.422802, -3.203258, 13.680938)
C (9.146272, -3.996181, 13.820856)
C (8.085632, -3.226382, 14.407094)
O (8.823373, -4.573155, 12.579757)
H (11.192940, -3.722617, 13.110616)
H (10.848046, -2.952818, 14.652814)
H (10.140534, -2.319433, 13.108865)
H (9.394303, -4.736830, 14.581138)
H (8.209205, -2.980682, 15.461830)
H (7.083434, -3.654946, 14.413127)
H (7.946179, -2.271385, 13.900508)
C (9.102622, -10.087866, 8.763137)
C (9.979756, -8.896853, 8.739003)
C (10.447737, -8.470113, 7.353549)
O (9.415186, -7.934712, 9.588762)
H (9.067923, -10.455767, 9.788587)
H (9.591705, -10.874705, 8.188877)
H (8.081437, -9.986989, 8.395590)
H (10.916843, -9.215489, 9.195550)
H (11.075400, -9.222331, 6.875726)
H (11.066898, -7.581037, 7.473059)
H (9.584352, -8.200790, 6.745178)
C (9.017754, -7.652462, 13.780646)
O (9.539974, -7.325396, 12.491588)
C (10.874784, -7.835072, 12.341504)
C (11.799379, -6.787622, 11.741822)
O (11.159258, -6.111160, 10.689437)
C (12.200683, -5.919191, 9.702342)
H (8.819376, -8.722624, 13.839771)
H (8.161930, -7.041130, 14.066904)
H (9.789043, -7.518203, 14.539049)
H (10.855568, -8.673828, 11.645650)
H (11.365070, -8.229608, 13.231478)
H (12.643297, -7.443686, 11.528585)
H (12.366293, -6.173357, 12.441391)
H (11.893801, -5.417502, 8.784609)
H (12.505845, -6.949718, 9.520715)
H (13.073152, -5.378319, 10.068869)
C (7.089788, -2.776788, 10.810023)
O (7.107136, -4.057002, 10.103488)
C (5.790618, -4.093249, 9.586505)
C (5.888288, -5.257749, 8.566680)
O (6.860553, -6.279032, 8.791101)
C (6.673709, -7.218081, 7.760347)
H (6.650935, -2.003873, 10.179066)
H (8.077587, -2.478881, 11.161600)
H (6.476440, -2.767872, 11.711033)
H (5.407326, -3.198580, 9.095838)
H (5.092006, -4.456810, 10.340080)
H (6.044514, -4.662526, 7.667007)
H (4.877846, -5.651699, 8.457555)
H (7.341212, -8.079479, 7.736839)
H (6.454514, -6.888330, 6.744813)
H (5.715342, -7.732903, 7.828067)

Atomic forces in eV per Å
1.049 -0.200 0.466
1.387 0.611 -0.278
1.198 -1.481 0.308
0.259 2.739 -1.548
1.042 3.116 5.626
-3.200 -5.640 -3.192
0.082 0.542 -0.367
2.100 -2.362 -0.855
-2.832 2.219 0.942
-0.701 -1.704 -2.656
-0.171 -0.244 -0.014
-0.095 0.306 0.034
0.421 0.378 0.069
-0.020 -1.006 -0.032
0.611 0.011 0.083
0.114 -0.662 -0.395
0.092 0.276 -0.175
-0.025 -1.634 -0.041
0.401 0.799 0.813
-0.559 0.910 0.270
-1.268 3.079 0.907
-0.291 0.035 0.056
-0.105 -0.275 -0.209
0.063 0.355 -0.038
0.490 -0.290 0.486
-0.276 -0.201 -0.002
-0.041 0.147 -0.112
0.108 -0.030 -0.345
0.113 -0.234 0.793
0.541 0.058 0.216
0.135 0.292 -1.063
-0.060 -1.359 1.676
1.256 0.644 0.205
-0.119 -0.561 -0.597
-0.545 -0.020 -0.331
0.019 -0.127 -0.587
0.189 0.488 -0.043
-0.411 0.046 -0.188
-0.575 0.294 0.512
0.157 -0.094 -1.527
-1.003 1.023 0.361
-0.596 -0.189 0.289
0.272 0.179 -0.753
-0.243 0.183 0.559
0.925 0.602 0.994
-0.187 2.707 1.222
-0.072 -4.422 -0.262
-1.128 1.830 -0.536
-0.397 1.146 -0.533
-1.186 -2.249 -0.836
0.361 -0.131 -0.378
0.075 -0.377 -0.464
-0.219 -0.770 0.002
0.541 0.080 0.084
0.088 0.597 0.560
0.787 -0.867 -0.762
0.053 -0.581 0.098
0.710 0.855 0.417
1.229 1.247 -0.123
-0.543 -0.086 1.195

Just the natural (NBO) charges please, in e? Sure, here they are: number 1, Hf, carries 2.341; number 2, Br, carries -0.555; number 3, N, carries 0.752; number 4, O, carries -0.385; number 5, O, carries -0.528; number 6, O, carries -0.559; number 7, C, carries -0.606; number 8, C, carries 0.111; number 9, C, carries -0.620; number 10, O, carries -0.949; number 11, H, carries 0.207; number 12, H, carries 0.199; number 13, H, carries 0.198; number 14, H, carries 0.129; number 15, H, carries 0.212; number 16, H, carries 0.221; number 17, H, carries 0.188; number 18, C, carries -0.609; number 19, C, carries 0.132; number 20, C, carries -0.624; number 21, O, carries -0.952; number 22, H, carries 0.210; number 23, H, carries 0.193; number 24, H, carries 0.198; number 25, H, carries 0.116; number 26, H, carries 0.206; number 27, H, carries 0.205; number 28, H, carries 0.199; number 29, C, carries -0.238; number 30, O, carries -0.580; number 31, C, carries -0.079; number 32, C, carries -0.093; number 33, O, carries -0.556; number 34, C, carries -0.240; number 35, H, carries 0.187; number 36, H, carries 0.236; number 37, H, carries 0.173; number 38, H, carries 0.212; number 39, H, carries 0.200; number 40, H, carries 0.191; number 41, H, carries 0.193; number 42, H, carries 0.218; number 43, H, carries 0.187; number 44, H, carries 0.189; number 45, C, carries -0.257; number 46, O, carries -0.585; number 47, C, carries -0.076; number 48, C, carries -0.080; number 49, O, carries -0.537; number 50, C, carries -0.266; number 51, H, carries 0.180; number 52, H, carries 0.238; number 53, H, carries 0.198; number 54, H, carries 0.199; number 55, H, carries 0.204; number 56, H, carries 0.180; number 57, H, carries 0.188; number 58, H, carries 0.225; number 59, H, carries 0.187; number 60, H, carries 0.175


Question: Among the records above, which one has the lowest calculated total energy?
Answer: C18H24Cl42O3